99
Properties=species:S:1:pos:R:3 method="wB97M-V/def2-TZVPD" energy_ha=-1742.519512 smiles=CC(C)O.CC(C)O.CC(C)O.CC(C)O.CC(C)O.CC(C)O.CC(C)O.O.O.O.O.O
C -0.89 4.15 -0.19
C -0.21 4.67 -1.48
C 0.74 5.93 -1.28
O 0.48 3.63 -2.11
H -0.15 3.82 0.53
H -1.65 3.37 -0.28
H -1.40 5.03 0.21
H -0.92 5.04 -2.22
H 0.35 6.64 -0.55
H 0.99 6.47 -2.19
H 1.65 5.53 -0.85
H 0.56 3.03 -1.37
C -4.66 -0.57 0.14
C -3.92 -0.91 1.37
C -4.76 -1.24 2.61
O -3.16 -2.07 1.09
H -5.32 -1.35 -0.22
H -3.98 -0.37 -0.69
H -5.12 0.40 0.33
H -3.21 -0.12 1.59
H -5.72 -1.71 2.39
H -4.96 -0.29 3.11
H -4.23 -1.89 3.30
H -2.61 -2.23 1.86
C -4.58 1.36 -2.66
C -4.22 2.02 -4.03
C -2.78 1.82 -4.27
O -4.93 1.36 -5.04
H -4.32 0.31 -2.75
H -5.56 1.43 -2.21
H -3.94 1.75 -1.86
H -4.37 3.10 -4.03
H -2.50 2.13 -5.27
H -2.54 0.76 -4.32
H -2.18 2.21 -3.44
H -5.87 1.57 -4.98
C 4.10 2.67 0.62
C 3.54 2.21 1.94
C 2.48 3.16 2.60
O 2.90 0.97 1.82
H 3.38 2.68 -0.19
H 4.89 2.01 0.27
H 4.53 3.67 0.69
H 4.37 2.09 2.64
H 1.63 3.08 1.92
H 2.75 4.21 2.66
H 2.11 2.84 3.58
H 2.75 0.68 2.72
C 0.20 -4.08 4.20
C -0.23 -3.30 2.96
C -0.61 -4.18 1.75
O -1.41 -2.60 3.28
H 1.04 -4.74 3.98
H -0.59 -4.75 4.53
H 0.53 -3.45 5.02
H 0.58 -2.59 2.77
H -0.78 -3.57 0.87
H -1.46 -4.78 2.07
H 0.28 -4.76 1.50
H -1.15 -1.85 3.81
C 4.36 -1.67 1.38
C 4.85 -3.11 1.68
C 3.85 -3.87 2.63
O 4.90 -3.83 0.43
H 4.45 -0.97 2.21
H 3.32 -1.69 1.05
H 5.03 -1.27 0.63
H 5.84 -3.18 2.13
H 4.17 -4.92 2.67
H 2.84 -3.96 2.23
H 3.86 -3.39 3.60
H 5.54 -3.34 -0.10
C 0.26 -0.78 0.23
C 0.51 0.28 -0.80
C -0.54 0.53 -1.90
O 0.72 1.57 -0.17
H 0.15 -1.76 -0.24
H -0.67 -0.41 0.67
H 1.03 -0.84 0.99
H 1.41 0.03 -1.37
H -0.52 -0.34 -2.56
H -0.45 1.37 -2.59
H -1.57 0.46 -1.56
H 1.32 1.38 0.55
O 2.52 1.76 -3.34
H 2.02 1.10 -3.81
H 1.86 2.25 -2.84
O -0.04 -3.07 -2.55
H 0.02 -3.77 -3.21
H -0.95 -3.08 -2.27
O 2.79 -2.92 -2.22
H 1.87 -3.11 -2.07
H 3.15 -2.78 -1.35
O -1.25 0.48 3.11
H -0.87 0.42 2.23
H -0.50 0.54 3.70
O -0.12 -1.23 -5.21
H -0.34 -1.63 -4.37
H -0.70 -1.66 -5.84